[1]
Molecular formula: C4H8S2
Method: DFT, ωB97M-V with the def2-TZVPD basis set

Properties
E_LUMO, eV: -0.216
HOMO-LUMO gap, eV: 8.4

```
14
Properties=species:S:1:pos:R:3:forces:R:3
C 2.24176 0.12133 0.78656 1.77 -3.05 1.80
C 1.29235 0.52734 -0.37409 1.16 1.68 -0.10
C -0.07577 -0.15232 -0.45309 0.53 -1.33 -0.85
C -2.96018 -0.21558 0.01277 4.83 -1.99 -5.63
H 3.15766 -0.63454 0.20735 -2.91 2.00 2.35
H 2.98689 1.03218 1.43338 -2.98 -2.80 -2.09
H 1.39596 -0.68526 1.61647 3.30 2.63 -2.20
H 1.94262 0.42131 -1.30259 -1.57 -0.04 0.82
H 1.11825 1.59947 -0.24291 -0.10 0.12 -0.20
H -3.84365 0.18722 0.29945 -2.21 1.26 2.06
H -3.09505 -0.03805 -1.24407 0.47 -1.14 3.34
H -2.66196 -1.33182 0.21186 -1.05 2.27 -0.29
S -0.13065 -1.64287 -1.20044 -0.53 1.27 0.85
S -1.36822 0.81156 0.24933 -0.70 -0.87 0.14
```
Positions in Å, forces in eV/Å.

Atomic partial charges in e from the natural (NBO) method, atoms 1 to 6: -0.62, -0.54, -0.28, -0.72, 0.22, 0.25



[2]
Molecular formula: C4H8S2
Method: DFT, ωB97M-V with the def2-TZVPD basis set

Properties
E_LUMO (spin up / spin down), eV: 0.220 / 0.073
HOMO-LUMO gap (spin up / spin down), eV: 7.6 / 7.7

```
14
Properties=species:S:1:pos:R:3:forces:R:3
C 1.06117 1.37437 -0.34117 2.09 -1.15 1.34
C 0.89231 0.21800 0.32759 -1.83 3.01 -2.02
C 1.53315 -0.98718 0.76657 1.96 -0.63 -1.98
C -1.71355 -0.11065 0.40457 1.41 0.14 1.53
S -2.26449 1.37294 -0.32894 0.13 -1.05 -1.13
S -1.93107 -1.67305 -0.50317 1.08 2.42 -0.81
H 0.24694 2.06963 -0.55540 0.10 -0.28 0.02
H 2.15197 1.77969 -0.54287 -2.12 -0.90 0.22
H 1.48308 -1.01318 1.83561 0.05 -0.66 0.61
H 2.66668 -1.01122 0.39830 -2.08 0.02 0.86
H 1.00591 -1.82106 0.22449 0.53 0.37 0.99
H -1.75093 -0.00900 1.54258 -0.07 -0.87 -1.78
H -2.00763 0.79627 -1.56280 -0.40 1.12 0.58
H -1.37353 -0.98557 -1.66536 -0.82 -1.53 1.58
```
Positions in Å, forces in eV/Å.

Atomic partial charges in e from the natural (NBO) method, atoms 1 to 6: -0.54, 0.15, -0.73, -0.60, 0.08, 0.02